Record 1
{
  "formula": "C4H17NO3",
  "method": "ωB97M-V with the def2-TZVPD basis set",
  "elements": ["O", "O", "O", "N", "C", "C", "C", "C", "H", "H", "H", "H", "H", "H", "H", "H", "H", "H", "H", "H", "H", "H", "H", "H", "H"],
  "xyz": [[0.063590, -3.240516, 1.558757], [-2.168628, 2.336022, 1.762402], [0.522799, 2.191321, 2.131016], [-0.497389, -1.317768, -0.387238], [2.587505, 0.069962, -1.108304], [0.019799, -0.588787, -1.544966], [1.132148, 0.445772, -1.036887], [-1.142223, -0.137562, -2.393262], [3.105515, 0.889216, -1.159780], [-0.673745, -3.783779, 1.201087], [0.055553, -2.539922, 0.957477], [-1.474470, -1.665992, -0.660908], [-3.083609, 2.136581, 1.625645], [-0.870880, 0.156866, -3.453830], [-1.783092, -1.046864, -2.497524], [2.984568, -0.681810, -0.345001], [-1.737384, 1.474940, 1.934644], [0.922450, 0.711066, 0.075906], [0.382467, 3.143256, 2.147955], [-0.483161, -0.656495, 0.403549], [2.938628, -0.507237, -1.999384], [0.559733, 1.954098, 3.059931], [0.914333, 1.362770, -1.607318], [-1.749316, 0.704944, -2.017447], [0.548671, -1.458187, -2.071216]],
  "forces_ev_per_a": [[-1.01, -2.74, 1.46], [0.84, -0.51, 0.23], [0.27, -0.08, 0.07], [-1.62, 0.10, 0.38], [-1.28, -6.44, -0.37], [2.33, -1.59, 0.29], [-2.30, -0.11, 0.84], [-0.31, 0.32, -1.84], [3.31, 4.61, 0.37], [0.83, 0.30, 0.59], [0.32, 2.09, -1.93], [1.78, 0.84, 1.29], [-0.86, -0.17, -0.11], [0.00, -0.35, 1.15], [0.16, 0.83, -0.08], [-0.85, 1.48, -0.26], [-0.19, 0.83, -0.20], [0.06, -0.30, -1.84], [-0.17, 0.00, -0.17], [-0.89, -0.56, -0.39], [-0.94, 0.54, -0.06], [0.10, -0.10, 0.17], [0.46, -0.11, 0.21], [0.33, -0.42, 0.30], [-0.36, 1.57, -0.11]],
  "e_tot_ha": -443.016459,
  "homo_energy_ev": -9.46,
  "smiles": "CC[C@H](C)N.O.O.O",
  "de_lowest_ev": 1.6545,
  "gap_ev": 10.0,
  "multiplicity": 1
}

Record 2
{
  "formula": "C4H17NO4",
  "method": "ωB97M-V with the def2-TZVPD basis set",
  "elements": ["O", "O", "O", "O", "N", "C", "C", "C", "C", "H", "H", "H", "H", "H", "H", "H", "H", "H", "H", "H", "H", "H", "H", "H", "H", "H"],
  "xyz": [[-1.898970, -0.148786, -0.281156], [-2.643554, 2.866520, -4.787370], [1.599471, -1.119525, -0.184785], [-2.095870, 1.255231, -2.380216], [0.898991, 0.424314, 3.097609], [1.491944, -0.641518, -1.527568], [1.454716, -0.544148, 2.231505], [1.261338, -0.179619, 0.793020], [0.775917, -1.896466, 2.526928], [0.452088, -0.490113, -1.817170], [1.116967, -2.359319, 3.452965], [1.908815, 0.684253, 0.642706], [-0.313089, -1.941147, 2.514059], [2.202718, -1.197675, -2.138782], [1.280636, 0.367011, 4.030975], [-2.960184, 1.467771, -2.028061], [-2.343237, 2.394937, -4.010410], [1.919211, 0.357468, -1.614501], [-0.057828, 0.114903, 3.191765], [-1.633967, 0.843092, -1.650124], [-1.799914, 0.692658, 0.164271], [2.498945, -0.735650, 2.478526], [-2.628451, -0.574382, 0.169345], [1.181889, -2.652291, 1.854605], [0.264027, 0.248445, 0.691906], [-1.932607, 2.764038, -5.420044]],
  "forces_ev_per_a": [[1.15, -0.72, -0.39], [-0.31, 0.45, -0.54], [0.04, -0.87, -0.20], [0.20, 1.08, -1.73], [-0.62, 1.52, 0.52], [0.60, 0.98, 1.13], [0.01, -3.53, 0.30], [0.31, 2.25, -0.56], [1.06, -1.41, -0.29], [-0.03, -0.83, -0.39], [-0.09, 0.59, 0.70], [0.26, 0.50, -0.12], [0.01, 0.40, -0.29], [-0.83, -0.69, -0.20], [0.24, -0.07, 0.01], [-0.34, -0.14, 0.38], [0.25, -0.49, 0.71], [0.13, 0.54, 0.38], [-0.52, 0.67, 0.18], [-0.15, -0.51, 0.20], [-0.17, 0.86, 0.96], [0.32, 0.39, -0.26], [-0.91, -0.44, 0.46], [-0.41, 0.00, -0.69], [-0.32, -0.49, -0.20], [0.12, -0.04, -0.09]],
  "e_tot_ha": -518.236158,
  "homo_energy_ev": [0.47, -6.48],
  "total_charge": -1,
  "de_lowest_ev": 0.3955,
  "gap_ev": [3.0, 9.8],
  "multiplicity": 2
}

Record 3
{
  "formula": "C4H18NO3",
  "method": "ωB97M-V with the def2-TZVPD basis set",
  "elements": ["O", "O", "O", "N", "C", "C", "C", "C", "H", "H", "H", "H", "H", "H", "H", "H", "H", "H", "H", "H", "H", "H", "H", "H", "H", "H"],
  "xyz": [[1.412057, 2.096027, -1.217808], [3.508855, 3.191077, -2.711289], [-0.790031, 0.241665, -1.577715], [-0.984259, -1.605830, 1.961123], [0.028217, 0.674096, 1.444684], [-2.793368, -2.935817, 0.568618], [-1.422623, -2.047837, 0.607260], [0.255828, -0.820213, 1.915731], [1.070045, -1.225143, 1.161164], [-2.749499, -3.309474, 1.549700], [-3.689211, -2.249239, 0.280269], [3.974803, 2.565307, -3.279329], [-0.732580, -2.446397, 2.601345], [-1.493926, 0.556819, -2.202201], [2.082101, 2.632646, -1.626481], [-1.020274, 1.023758, 0.893732], [0.727664, 2.613674, -1.077895], [0.762057, 1.140020, 0.767994], [0.041457, 1.368969, 2.393956], [-1.652357, -1.009914, 2.460120], [4.260870, 3.500772, -2.108553], [-0.595373, -2.543131, 0.142183], [-2.556309, -3.727143, -0.114235], [-0.149247, 0.875523, -1.667828], [-1.638759, -1.184759, 0.028836], [0.792983, -0.793001, 2.906108]],
  "forces_ev_per_a": [[4.04, -4.41, -0.43], [1.92, 0.59, 1.40], [-3.98, -1.90, -0.66], [1.14, -1.83, 1.56], [-2.51, 2.61, 1.24], [1.76, 3.16, -0.53], [-2.53, -0.76, -0.62], [3.52, 2.23, -1.92], [-2.10, 0.06, 1.47], [-1.22, -0.92, 1.30], [1.60, -1.66, 0.73], [-0.26, -0.06, -0.15], [-1.05, 1.48, -1.33], [0.86, -0.65, 0.81], [0.94, 0.36, -0.75], [2.43, -1.71, 1.46], [-5.12, 4.15, 1.14], [0.11, -0.96, 0.30], [-0.04, -1.36, -1.67], [-0.32, -0.41, -0.22], [-1.62, -0.43, -1.18], [0.46, -0.39, 0.02], [-0.54, -0.35, -0.48], [3.15, 2.40, -0.32], [0.37, 1.02, -0.31], [-1.01, -0.25, -0.86]],
  "e_tot_ha": -443.370368,
  "homo_energy_ev": -14.45,
  "total_charge": 1,
  "de_lowest_ev": 2.6431,
  "gap_ev": 11.5,
  "multiplicity": 1
}

Record 4
{
  "formula": "C4H18NO3S",
  "method": "ωB97M-V with the def2-TZVPD basis set",
  "elements": ["S", "O", "O", "O", "N", "C", "C", "C", "C", "H", "H", "H", "H", "H", "H", "H", "H", "H", "H", "H", "H", "H", "H", "H", "H", "H", "H"],
  "xyz": [[-1.634921, 3.322935, 0.639173], [-1.018336, -2.908010, -0.833210], [-1.367827, -1.041704, 2.589242], [0.751504, -2.497118, 1.333610], [1.824387, 0.224001, 0.203904], [0.929195, 1.214467, -0.613740], [-1.462349, 1.961071, -0.576661], [-0.454600, 0.885146, -0.121621], [1.279397, 1.047662, -2.068988], [-0.886897, -1.835865, 2.836425], [2.218051, 0.620949, 1.062838], [0.416550, 0.887943, -2.730179], [0.414387, -2.531071, 0.444584], [-0.581654, 0.847809, 0.954972], [-1.167644, -3.453594, -1.620435], [2.689454, -0.005301, -0.290106], [-1.400630, 2.416729, -1.556541], [-0.707508, -0.160027, -0.438967], [1.292122, -0.575966, 0.560490], [-1.835529, -3.179524, -0.390941], [-2.389434, 1.361918, -0.562970], [-1.419086, 2.652392, 1.776809], [2.073482, 0.409450, -2.464978], [-1.638423, -0.539275, 3.359381], [1.471263, 2.001817, -2.608613], [1.293249, -3.294078, 1.344861], [1.311798, 2.167244, -0.228342]],
  "forces_ev_per_a": [[0.27, 0.34, -0.51], [-0.84, -0.70, -0.46], [-0.08, 0.40, -0.73], [0.82, 0.18, 0.38], [0.94, 0.59, 0.51], [1.90, -0.65, 1.79], [-1.52, -1.55, 1.28], [-0.42, 0.27, -1.31], [-1.09, 1.56, -2.85], [0.04, 0.11, 0.31], [-0.53, 0.47, 0.02], [-0.33, -1.07, 0.68], [-1.02, -0.19, -0.87], [0.64, -0.02, 0.26], [0.77, 0.30, -0.32], [-0.45, -0.65, -0.30], [0.51, -0.06, -0.17], [-0.08, 0.90, -0.24], [0.21, -0.66, -0.37], [0.14, 0.51, 0.75], [-0.05, 0.75, -0.22], [-0.08, -0.26, -0.11], [-0.05, -0.32, 0.88], [0.06, -0.36, 0.33], [0.63, 0.05, 1.15], [0.17, -0.02, 0.39], [-0.56, 0.08, -0.28]],
  "e_tot_ha": -841.602514,
  "homo_energy_ev": -12.01,
  "total_charge": 1,
  "de_lowest_ev": 0.8422,
  "gap_ev": 9.0,
  "multiplicity": 1
}

Record 5
{
  "formula": "C4H18NO4S",
  "method": "ωB97M-V with the def2-TZVPD basis set",
  "elements": ["S", "O", "O", "O", "O", "N", "C", "C", "C", "C", "H", "H", "H", "H", "H", "H", "H", "H", "H", "H", "H", "H", "H", "H", "H", "H", "H", "H"],
  "xyz": [[-1.788976, -1.161890, 0.500890], [-1.847075, 1.035126, 2.863039], [-2.999749, 1.180600, -1.640700], [-0.888748, -1.896542, -2.590305], [-0.974633, 2.388275, -0.402474], [1.420211, -0.907267, -0.406850], [2.123457, 1.524836, -0.321407], [-0.120524, -1.794550, 1.279547], [2.432502, 0.028490, -0.735762], [1.214447, -1.066285, 1.003566], [-0.721015, 1.537775, -0.681621], [2.031743, -1.790645, 1.474023], [-0.890129, -1.177984, -1.993838], [0.686680, -1.064878, -1.075561], [2.868735, 2.199977, -0.793030], [-2.544095, 0.961757, 2.132709], [-2.730930, 0.195833, -1.739728], [3.371931, -0.268322, -0.281714], [-1.301867, 0.274495, 2.813542], [-0.354109, -2.905893, 1.031623], [-1.587698, -2.547376, -2.157974], [1.400406, -0.148855, 1.621104], [1.204228, 1.788424, -0.818610], [-3.110327, 1.198465, -0.755465], [1.957969, 1.663970, 0.766422], [2.691642, -0.035970, -1.903403], [-1.363971, 2.465515, 0.438019], [-0.180109, -1.677086, 2.373952]],
  "forces_ev_per_a": [[1.27, 0.10, 0.27], [-2.30, 2.00, -0.60], [0.63, -3.06, -5.12], [-2.01, -3.49, -0.52], [0.74, 3.07, -1.50], [1.01, 0.11, 0.43], [0.32, -0.83, -1.04], [-2.09, -0.30, 0.45], [0.79, 1.21, -2.30], [0.44, -2.52, 0.03], [-0.23, -1.90, 0.41], [-1.12, 1.04, -0.97], [-0.43, 1.24, 1.50], [-0.19, 0.02, 0.56], [-0.08, -0.29, 0.82], [1.90, -0.58, 1.43], [-0.59, 2.29, 0.06], [0.34, -0.18, 0.35], [0.42, -1.30, -0.72], [1.79, 1.79, 0.37], [2.28, 2.25, -1.03], [-0.91, -0.39, -0.66], [-0.31, 0.19, 0.05], [-0.43, 0.43, 4.69], [0.46, 0.05, -0.73], [-0.81, 0.33, 2.33], [-0.40, -0.86, 1.59], [-0.52, -0.41, -0.15]],
  "e_tot_ha": -917.079016,
  "homo_energy_ev": -3.78,
  "total_charge": -1,
  "de_lowest_ev": 2.7105,
  "gap_ev": 7.3,
  "multiplicity": 1
}

Record 6
{
  "formula": "C4H18NO7",
  "method": "ωB97M-V with the def2-TZVPD basis set",
  "elements": ["O", "O", "O", "O", "O", "O", "O", "N", "C", "C", "C", "C", "H", "H", "H", "H", "H", "H", "H", "H", "H", "H", "H", "H", "H", "H", "H", "H", "H", "H"],
  "xyz": [[-0.650427, -0.270291, -2.511262], [0.128848, -4.002041, -0.861851], [2.972545, 0.726580, -1.641585], [0.198385, 0.880799, -0.257508], [2.006733, -1.800005, -1.180482], [-1.833578, 2.077906, 1.700662], [1.216566, 3.320020, -0.114776], [-2.787345, -0.219404, 0.817159], [-1.739580, -0.320452, 1.739998], [-0.408546, -1.050303, 1.101066], [0.655635, 0.057984, 0.753140], [-1.257767, 1.058859, 2.187304], [1.004804, 0.631150, 1.621720], [0.963440, -3.735983, -1.204996], [2.273814, -1.042160, -1.782203], [0.090751, 0.138738, -2.150120], [1.993067, 0.819270, -1.367591], [1.540830, -0.455985, 0.320076], [-3.027601, 0.813241, 0.629291], [0.659346, 2.465051, -0.361928], [1.126266, -1.730604, -0.940119], [-2.089607, -0.844969, 2.600967], [3.080797, 1.613159, -1.994647], [-0.597741, 1.126852, 3.016428], [1.333223, 3.225084, 0.742309], [-1.158648, -0.431854, -1.733414], [-0.339958, -3.174174, -0.683886], [-2.666131, -0.633052, -0.018199], [-0.824398, -1.601411, 0.217908], [0.338135, -1.586800, 1.613654]],
  "forces_ev_per_a": [[-1.73, -1.64, -2.46], [-1.40, -0.35, 0.56], [-2.09, 0.36, 0.18], [0.19, 0.52, -0.52], [3.52, -0.14, -1.93], [2.34, -2.89, 2.09], [-1.74, -0.35, -7.02], [-2.57, 3.86, 1.90], [3.36, -0.37, -0.41], [-0.88, 2.60, -0.41], [-0.34, -0.10, -3.16], [-4.46, 2.75, -2.53], [-0.14, -0.29, 0.59], [1.22, 0.49, -0.51], [-0.62, -1.21, 1.12], [1.94, 1.52, 1.38], [1.31, -0.15, 0.32], [-0.12, 0.00, 1.30], [0.72, -2.05, 0.46], [1.01, 0.91, 0.85], [-2.58, 0.81, 0.30], [0.03, -0.48, 1.08], [0.40, 0.18, -0.14], [0.96, 0.19, 0.74], [0.88, -0.65, 6.38], [-0.53, 0.17, 0.86], [0.14, -0.41, -0.10], [0.81, -1.77, -3.27], [0.80, 0.49, 0.54], [-0.42, -2.00, 1.82]],
  "e_tot_ha": -744.596519,
  "homo_energy_ev": -4.61,
  "total_charge": -1,
  "de_lowest_ev": 4.2058,
  "gap_ev": 8.1,
  "multiplicity": 1
}